Entry 1:
This record from the Open Molecules 2025 dataset describes a molecular structure, C26H25BN12S2V at a distorted geometry. The level of theory is ωB97M-V/def2-TZVPD.

Results
Maximum force in eV/Å: 2.6
Multiplicity: 4
⟨S²⟩: 3.77
Kohn-Sham gap (spin up / spin down) in eV: 7.54 / 4.02
Net charge: +2
DFT total energy in Ha: -3427.681760

The geometry in XYZ format:
```
67
Properties=species:S:1:pos:R:3:forces:R:3
V 0.283 0.127 -0.134 -2.4 0.4 -1.0
C 2.922 2.208 -2.568 -0.1 0.1 0.1
C 2.160 2.079 -1.417 0.2 0.0 -0.3
N 1.483 0.923 -1.447 0.7 0.2 -0.5
N 1.803 0.298 -2.608 0.3 0.1 -0.4
C 2.665 1.059 -3.299 -0.1 0.0 0.2
B 0.981 -0.960 -3.000 0.1 0.1 0.0
N 1.138 -2.007 -1.855 0.1 -0.2 -0.1
C 1.643 -3.244 -1.892 0.0 0.0 0.0
C 1.553 -3.795 -0.623 -0.1 0.1 0.2
C 0.968 -2.802 0.152 0.2 -0.4 -0.3
N 0.719 -1.720 -0.605 0.7 -1.5 0.5
N -0.503 -0.523 -2.951 -0.1 -0.2 -0.2
C -1.414 -0.416 -3.931 -0.1 0.1 0.1
C -2.627 -0.089 -3.362 -0.1 0.0 0.1
C -2.356 0.000 -1.999 0.0 -0.2 -0.2
N -1.069 -0.248 -1.752 -0.3 0.2 -0.3
N 1.387 -1.590 -4.296 -0.3 0.1 -0.1
C 0.693 -2.482 -5.066 0.0 0.0 0.1
C 1.539 -2.942 -6.034 0.1 -0.1 -0.1
C 2.763 -2.286 -5.776 -0.2 -0.1 0.1
N 2.665 -1.493 -4.730 0.3 0.2 0.1
H 3.560 3.030 -2.840 0.0 0.0 0.0
H 2.065 2.760 -0.587 0.0 0.0 0.0
H 3.062 0.724 -4.239 -0.1 -0.1 -0.1
H 2.038 -3.670 -2.801 0.0 0.1 -0.1
H 1.869 -4.776 -0.314 0.0 0.0 0.0
H 0.735 -2.808 1.202 0.0 0.0 0.0
H -1.159 -0.571 -4.966 0.1 0.0 0.0
H -3.567 0.071 -3.860 0.0 0.0 0.0
H -3.044 0.227 -1.203 0.0 0.2 0.0
H -0.335 -2.732 -4.863 0.0 0.0 0.0
H 1.328 -3.645 -6.821 -0.1 0.0 0.0
H 3.697 -2.375 -6.306 0.0 0.0 0.0
S 1.821 2.416 3.292 0.0 -0.2 -0.2
C 2.911 1.068 3.133 -0.1 -0.1 0.0
C 3.998 0.752 3.928 0.0 0.1 0.0
C 4.739 -0.370 3.595 0.0 0.0 0.0
C 4.414 -1.146 2.473 0.0 -0.1 0.0
C 3.333 -0.837 1.681 0.0 -0.1 -0.1
C 2.550 0.276 2.021 0.2 0.2 0.2
N 1.434 0.735 1.364 0.8 0.0 1.3
C 0.963 1.857 1.907 -0.3 0.6 0.3
C -0.142 2.547 1.295 -0.4 0.7 0.1
C -0.491 3.844 1.715 0.3 -0.2 0.2
C -1.488 4.531 1.063 0.0 0.2 0.0
C -2.121 3.943 -0.028 0.0 -0.3 -0.1
C -1.762 2.662 -0.458 -0.2 0.4 0.2
C -0.794 1.926 0.202 0.5 -0.7 0.3
H 4.262 1.370 4.776 0.0 0.0 0.0
H 5.591 -0.646 4.202 0.0 0.0 0.0
H 5.022 -2.004 2.223 0.0 0.0 0.0
H 3.097 -1.434 0.810 0.0 0.0 0.0
H 0.050 4.306 2.534 -0.1 0.1 0.0
H -1.756 5.530 1.377 0.0 0.0 0.0
H -2.900 4.477 -0.556 0.0 0.1 0.0
H -2.256 2.276 -1.337 0.0 0.0 0.0
N -2.207 -0.821 1.152 0.1 0.2 0.0
N -2.494 -1.693 2.207 0.0 -0.1 0.1
C -1.568 -1.888 3.142 -0.3 -0.3 0.0
N -1.788 -2.757 4.121 0.0 0.1 0.0
S -0.123 -1.013 3.033 0.7 0.3 0.1
H -2.534 0.117 1.365 -0.1 0.0 0.0
H -2.668 -1.161 0.318 0.1 -0.1 -0.1
H -3.410 -2.114 2.284 -0.1 0.0 0.0
H -2.647 -3.280 4.204 0.0 0.0 0.0
H -1.098 -2.876 4.844 0.0 0.0 0.0
```
Forces are in eV/Å.

***

Entry 2:
This record from the Open Molecules 2025 dataset describes a molecular structure, C26H25Br2F6N2O5PdS2Te at a distorted geometry. The level of theory is ωB97M-V/def2-TZVPD.

Results
Maximum force in eV/Å: 2.7
Multiplicity: 2
⟨S²⟩: 0.79
Kohn-Sham gap (spin up / spin down) in eV: 5.14 / 5.63
Net charge: +2
DFT total energy in Ha: -8430.229156

The geometry in XYZ format:
```
70
Properties=species:S:1:pos:R:3:forces:R:3
Pd -1.837 1.462 -0.493 1.2 -2.2 -1.0
Br -1.796 -0.826 -2.429 -0.1 0.2 0.3
C -2.156 0.545 -3.746 0.0 0.1 -0.1
Br -1.010 2.060 -3.466 -0.1 0.0 0.1
H -3.178 0.874 -3.606 0.0 0.0 0.0
H -1.969 0.123 -4.726 0.0 0.0 0.0
F -6.891 2.854 -0.226 0.0 0.0 0.0
C -6.285 2.544 -1.347 -0.1 0.0 0.0
F -6.620 1.321 -1.736 0.0 0.0 0.0
F -6.579 3.420 -2.286 0.0 0.0 0.0
S -4.427 2.604 -1.131 -0.5 0.4 -0.4
O -3.888 2.717 -2.448 0.0 0.0 0.0
O -4.090 3.536 -0.107 -0.1 0.1 0.0
N -3.983 1.068 -0.643 0.7 0.6 0.4
S -4.179 0.808 0.959 -0.4 -0.6 -0.2
O -2.931 1.266 1.567 0.3 0.1 0.2
O -5.466 1.142 1.435 0.2 0.2 0.4
C -4.036 -1.036 1.034 -0.1 0.0 -0.1
F -2.863 -1.393 0.492 0.1 -0.1 0.0
F -5.014 -1.608 0.371 0.0 0.0 0.0
F -4.054 -1.400 2.300 0.0 0.1 0.0
C -0.328 -5.979 -1.900 0.0 0.0 0.0
C 0.116 -4.608 -1.501 0.0 0.0 0.1
C -0.198 -4.087 -0.241 0.0 -0.1 -0.2
C 0.203 -2.828 0.150 0.3 0.3 0.1
C -0.133 -2.343 1.530 -0.1 0.0 0.0
C 0.961 -2.058 -0.773 -0.7 -0.2 0.2
Te 1.697 -0.180 -0.350 0.7 -0.2 0.1
N 0.223 1.191 -0.558 -0.8 1.0 0.7
C 0.421 2.446 -0.087 0.3 -0.3 -0.3
O -0.708 3.015 0.090 -0.5 0.5 0.1
C 1.647 3.178 0.196 -0.1 0.0 0.1
C 2.866 2.937 -0.447 0.0 0.0 -0.2
C 3.974 3.694 -0.117 0.0 0.0 0.0
C 3.874 4.692 0.847 0.0 0.0 0.0
C 2.659 4.952 1.468 0.0 0.0 0.0
C 1.542 4.206 1.140 0.1 -0.1 0.0
C 2.027 -0.072 1.722 -0.2 0.0 -0.1
C 1.119 0.591 2.539 0.1 0.0 0.0
C 1.413 0.726 3.883 0.0 0.0 0.0
C 2.601 0.198 4.379 0.0 0.0 0.0
C 3.487 -0.460 3.543 0.0 0.0 0.0
C 3.224 -0.615 2.182 0.0 0.1 0.0
C 4.182 -1.365 1.299 0.0 0.0 0.0
C 1.260 -2.541 -2.061 0.2 0.1 0.0
C 2.015 -1.770 -3.113 0.0 0.0 -0.1
C 0.849 -3.823 -2.383 -0.1 0.0 0.0
H -0.978 -6.427 -1.152 0.0 0.0 0.0
H 0.537 -6.632 -2.036 0.0 0.0 0.0
H -0.859 -5.948 -2.852 0.0 0.0 0.0
H -0.766 -4.693 0.453 0.0 0.0 0.0
H -0.828 -3.025 2.015 0.0 0.0 0.0
H -0.594 -1.356 1.508 0.0 0.0 0.1
H 0.758 -2.278 2.153 0.0 0.0 0.0
H 2.941 2.228 -1.261 0.0 0.0 0.0
H 4.912 3.525 -0.627 0.0 0.0 0.0
H 4.745 5.282 1.098 0.0 0.0 0.0
H 2.582 5.737 2.206 0.0 0.0 0.0
H 0.592 4.403 1.617 0.0 0.0 0.0
H 0.191 0.988 2.145 0.0 0.0 0.0
H 0.721 1.235 4.539 0.0 0.0 0.0
H 2.838 0.305 5.429 0.0 0.0 0.0
H 4.408 -0.862 3.946 0.0 0.0 0.0
H 5.200 -1.280 1.674 0.0 0.0 0.0
H 4.202 -0.987 0.269 0.0 0.0 0.0
H 3.931 -2.427 1.259 0.0 0.0 0.0
H 2.098 -0.699 -2.924 0.0 -0.1 -0.1
H 1.514 -1.882 -4.074 0.0 0.0 0.0
H 3.025 -2.168 -3.227 0.0 0.0 0.0
H 1.088 -4.217 -3.364 0.0 0.0 0.0
```
Forces are in eV/Å.